{
  "formula": "C32H58BGeIrN8O3SSi",
  "method": "ωB97M-V/def2-TZVPD",
  "relative_energy_kcal_mol": 9.8,
  "s2": 6.022,
  "fmax_ev_per_a": 1.09,
  "spin_multiplicity": 5,
  "charge": 2,
  "total_energy_ev": -130923.631,
  "elements": ["Ir", "C", "C", "C", "C", "N", "N", "B", "N", "C", "C", "C", "C", "N", "N", "C", "C", "C", "C", "N", "N", "C", "C", "C", "C", "N", "H", "H", "H", "H", "H", "H", "H", "H", "H", "H", "H", "H", "H", "H", "H", "H", "H", "H", "H", "H", "C", "Ge", "C", "C", "C", "H", "H", "H", "H", "H", "H", "H", "H", "H", "H", "H", "C", "C", "C", "C", "O", "Si", "S", "O", "C", "C", "C", "C", "O", "C", "C", "C", "C", "H", "H", "H", "H", "H", "H", "H", "H", "H", "H", "H", "H", "H", "H", "H", "H", "H", "H", "H", "H", "H", "H", "H", "H", "H", "H", "H"],
  "xyz": [[0.27070, 0.07178, 0.03023], [-0.12597, -3.52637, -1.02650], [-1.29048, -2.81812, -0.42494], [-2.63177, -3.20531, -0.39460], [-3.28427, -2.23051, 0.33173], [-2.38292, -1.31949, 0.72703], [-1.16196, -1.67574, 0.26169], [-2.55927, -0.04265, 1.56933], [-1.34791, 0.10340, 2.53399], [-1.38131, 0.20936, 3.86901], [-0.10071, 0.42796, 4.32878], [0.70713, 0.45000, 3.19078], [2.16225, 0.74338, 3.12418], [-0.06805, 0.24301, 2.11611], [-2.49523, 1.16298, 0.59845], [-3.39550, 2.08775, 0.25085], [-2.78864, 3.02149, -0.57007], [-1.46929, 2.59741, -0.70286], [-0.33813, 3.25013, -1.41833], [-1.31243, 1.47122, 0.01168], [-3.81145, -0.07980, 2.40419], [-4.49092, 0.93923, 3.00893], [-5.31401, 0.39182, 3.94853], [-5.06789, -1.00782, 3.88646], [-5.65792, -2.08516, 4.72413], [-4.15434, -1.26479, 2.96901], [-0.05162, -4.52957, -0.60807], [-0.23641, -3.63138, -2.10686], [0.79106, -2.98344, -0.80878], [-3.06134, -4.08580, -0.84040], [-4.32260, -2.15486, 0.59596], [-2.30237, 0.13929, 4.42500], [0.20866, 0.57330, 5.34910], [2.68287, 0.28293, 3.96155], [2.60750, 0.39293, 2.19582], [2.31677, 1.82090, 3.18955], [-4.41928, 2.02880, 0.58206], [-3.23375, 3.89422, -1.01574], [-0.08371, 4.18683, -0.92105], [0.54325, 2.60750, -1.41364], [-0.61001, 3.49370, -2.44497], [-4.33856, 1.97295, 2.74058], [-6.02035, 0.89905, 4.58441], [-6.70958, -1.89074, 4.92666], [-5.54545, -3.05185, 4.23897], [-5.14533, -2.12575, 5.68728], [2.31749, -1.94727, -3.33629], [1.56807, -0.13394, -3.15212], [0.62536, 0.22587, -4.87806], [2.72369, 1.41232, -2.73585], [-0.10314, -0.15474, -2.00457], [3.32571, -1.86918, -3.73099], [1.69683, -2.49154, -4.04800], [2.35955, -2.50244, -2.40343], [1.38150, 0.12230, -5.65876], [0.21336, 1.23260, -4.89564], [-0.16441, -0.50625, -5.03416], [3.77557, 1.17018, -2.87668], [2.59316, 1.73484, -1.70360], [2.46250, 2.23523, -3.40062], [-0.59234, -1.10362, -2.23487], [-0.77038, 0.64450, -2.32930], [6.57920, -2.90479, -1.69192], [6.34308, -1.41115, -1.85791], [6.25354, -1.05404, -3.33587], [7.44466, -0.60764, -1.18539], [5.05919, -1.08838, -1.22962], [4.59383, -0.36637, 0.11372], [2.34836, -0.83821, -0.07020], [4.60659, 1.22105, 0.14776], [5.36175, 2.34149, 0.71408], [6.66188, 1.85646, 1.34032], [4.48597, 2.99360, 1.77122], [5.61770, 3.29067, -0.44712], [4.87486, -0.99029, 1.55144], [5.03200, -2.28278, 2.20240], [6.51936, -2.46214, 2.47379], [4.25017, -2.20615, 3.50782], [4.47934, -3.39815, 1.32513], [7.49200, -3.19256, -2.21312], [5.74862, -3.47293, -2.11225], [6.69916, -3.16513, -0.64029], [7.25059, -1.09766, -3.77202], [5.86254, -0.04574, -3.47760], [5.62724, -1.76072, -3.87784], [8.40142, -0.82180, -1.65877], [7.52421, -0.87457, -0.12792], [7.24755, 0.46199, -1.27801], [6.46634, 1.02268, 2.01605], [7.11547, 2.65956, 1.91946], [7.37654, 1.54590, 0.57915], [4.35760, 2.31952, 2.61847], [3.51089, 3.25151, 1.35477], [4.96358, 3.90613, 2.12620], [6.10358, 2.76184, -1.26811], [6.26549, 4.10765, -0.13042], [4.67957, 3.70835, -0.81492], [6.89238, -1.63051, 3.07195], [7.08362, -2.50028, 1.54161], [6.69479, -3.38743, 3.02132], [4.58268, -1.35431, 4.10157], [4.41206, -3.11761, 4.08153], [3.18307, -2.10306, 3.30135], [4.99597, -3.44651, 0.36451], [3.41302, -3.23804, 1.14311], [4.59711, -4.35330, 1.83412]],
  "lowdin_spin": [1.76, 0.00, 0.02, 0.01, 0.01, 0.01, 0.16, 0.00, 0.00, 0.01, 0.01, 0.02, 0.01, 0.07, 0.01, 0.02, 0.01, 0.02, 0.01, 0.06, 0.00, 0.00, 0.00, 0.00, 0.00, 0.00, 0.00, 0.00, 0.00, 0.00, 0.00, 0.00, 0.00, 0.00, 0.01, 0.00, 0.00, 0.00, 0.00, 0.01, 0.00, 0.00, 0.00, 0.00, 0.00, 0.00, 0.02, 0.13, 0.13, 0.01, 0.34, 0.00, 0.00, 0.01, 0.02, 0.00, 0.00, 0.00, 0.01, 0.00, 0.01, 0.01, 0.00, 0.00, 0.00, 0.00, 0.01, 0.05, 0.90, 0.01, 0.00, 0.00, 0.00, 0.00, 0.03, 0.00, 0.00, 0.00, 0.01, 0.00, 0.00, 0.00, 0.00, 0.00, 0.00, 0.00, 0.00, 0.00, 0.00, 0.00, 0.00, 0.00, 0.00, 0.00, 0.00, 0.00, 0.00, 0.00, 0.00, 0.00, 0.00, 0.00, 0.00, 0.00, 0.01, 0.00]
}